(1)
Here is 7 unconnected molecules or ions with the total composition C18H42N4O9 from the Open Molecules 2025 dataset. Energies are from the ωB97M-V functional and the def2-TZVPD basis.

Cartesian coordinates (Å):
1 C -2.13097 33.86124 4.51002
2 O -1.48030 32.87926 5.32078
3 H -2.84061 33.39322 3.82959
4 H -2.65409 34.57510 5.14792
5 H -1.38430 34.40216 3.92652
6 H -1.86970 32.01646 5.13348
7 C 1.41580 33.98030 7.74080
8 O 0.41090 34.51201 6.91448
9 H 1.17720 33.91296 8.81058
10 H 1.76427 32.99688 7.41599
11 H 2.24936 34.68738 7.68463
12 H -0.09179 33.79340 6.51234
13 C 4.49514 32.48785 5.49902
14 C 5.60398 31.92517 6.34851
15 C 5.25336 30.74265 7.24634
16 O 6.25772 29.78476 7.00788
17 C 7.03461 30.17471 5.95944
18 O 7.96663 29.56541 5.55914
19 O 6.55828 31.32387 5.43282
20 H 3.64807 32.92387 6.03736
21 H 4.03003 31.67973 4.92195
22 H 4.81539 33.23361 4.77274
23 H 6.15837 32.73497 6.82895
24 H 4.25376 30.35407 7.01867
25 H 5.21228 30.99299 8.30747
26 C 4.00496 35.65258 2.92202
27 O 4.72087 35.34415 1.98428
28 N 2.70363 35.30785 3.05245
29 C 1.97529 35.62025 4.28016
30 C 2.03485 34.45167 2.09852
31 H 4.35276 36.27833 3.76094
32 H 2.44001 36.49496 4.73507
33 H 2.12393 34.79219 4.97583
34 H 0.92236 35.80858 4.10256
35 H 2.75962 34.09640 1.37329
36 H 1.56043 33.61303 2.61547
37 H 1.23385 35.01678 1.61373
38 C -1.57011 29.09653 6.28353
39 O -2.21816 29.94839 5.70791
40 N -0.64844 29.32226 7.24798
41 C -0.31744 30.65556 7.66572
42 C 0.07484 28.22476 7.84966
43 H -1.66741 28.02327 6.05907
44 H 0.68786 30.95850 7.36411
45 H -0.35837 30.72459 8.75994
46 H -1.06034 31.35614 7.29468
47 H -0.16762 27.28752 7.35201
48 H 1.14412 28.38806 7.68749
49 H -0.14724 28.11366 8.91053
50 C -3.18187 35.91996 11.52998
51 O -2.61203 36.81313 12.11402
52 N -2.73846 35.30967 10.40117
53 C -3.49917 34.25893 9.74833
54 C -1.59054 35.84315 9.72235
55 H -4.14189 35.48968 11.86984
56 H -2.80489 33.58120 9.24987
57 H -4.11447 34.66235 8.93511
58 H -4.11325 33.76965 10.49740
59 H -1.83237 36.15016 8.69747
60 H -1.11332 36.64120 10.27409
61 H -0.83224 35.07310 9.52547
62 C 3.52775 35.23696 12.64915
63 O 4.73253 35.33474 12.75845
64 N 2.78033 35.91994 11.75424
65 C 1.33963 35.80437 11.72927
66 C 3.35127 36.96526 10.92879
67 H 2.93769 34.56473 13.29128
68 H 0.99518 35.47630 10.75141
69 H 0.83240 36.72109 12.03753
70 H 1.06944 35.04792 12.47012
71 H 3.15069 36.74473 9.87180
72 H 2.93539 37.93573 11.19080
73 H 4.43629 36.91403 10.98676

Output
total energy	-1607.21028	Ha
E_HOMO	-0.345	Eh
F_max	1.42	eV/A
LUMO energy	-0.06	eV
SMILES	C[C@H]1COC(=O)O1.CN(C)C=O.CN(C)C=O.CN(C)C=O.CN(C)C=O.CO.CO

(2)
Here is a molecular structure, C9H17AlClINO2P from the Open Molecules 2025 dataset. Energies are from the ωB97M-V functional and the def2-TZVPD basis.

Cartesian coordinates (Å):
1 C 0.14123 -1.77904 -0.34032
2 C 1.33466 -0.92404 -0.79790
3 H 0.34687 -2.80370 -0.72570
4 H -0.89002 -1.53403 -0.73580
5 H 0.05002 -1.72745 0.77678
6 O 2.49483 -1.03245 -0.56523
7 I 0.88364 1.47151 0.51593
8 Al -2.09664 0.88267 0.35576
9 P -0.02943 0.64918 -2.10287
10 C 1.48858 0.97845 -3.06242
11 C -0.85822 -0.46087 -3.29577
12 H -2.00378 2.16763 -2.14233
13 H -1.03636 2.13178 -3.64464
14 H -0.44427 3.06043 -2.23202
15 C -0.97781 2.16004 -2.55051
16 H -1.90636 -0.67014 -3.04021
17 H -0.83870 0.09517 -4.24202
18 H 1.21985 0.76503 -4.10899
19 H 2.29309 0.30066 -2.72382
20 H -0.31445 -1.40501 -3.44081
21 H 1.83061 2.02664 -2.95431
22 C 4.25515 0.33272 0.87915
23 O 5.14788 -0.28629 1.22818
24 Cl -4.13333 1.38253 -0.07957
25 C -0.92194 -0.88504 5.33067
26 C -0.13046 -0.54072 4.03768
27 C -0.96564 -0.42149 2.84565
28 N -1.69494 -0.04460 1.98309
29 H -1.73749 -0.16397 5.51435
30 H -0.24697 -0.88886 6.18907
31 H -1.35753 -1.88295 5.21351
32 H 0.48484 0.39293 4.09083
33 H 0.61310 -1.34672 3.82461

Output
total energy	-1899.38942	Ha
net charge	+2
E_HOMO (spin up / spin down)	-0.557 / -0.554	Eh
F_max	4.15	eV/A
LUMO energy (spin up / spin down)	-9.74 / -9.74	eV

(3)
Here is a molecular structure, C26H21BCl2F2NORe from the Open Molecules 2025 dataset. Energies are from the ωB97M-V functional and the def2-TZVPD basis.

Cartesian coordinates (Å):
1 Re -0.07579 -0.08796 -0.55073
2 C -1.86248 -2.47710 0.59325
3 C -0.59505 -1.90047 1.17999
4 C -0.56557 -0.55276 1.62076
5 C 0.57799 -0.07509 2.32550
6 C 0.61311 1.34066 2.83394
7 C 1.62625 -0.93664 2.55965
8 C 1.55685 -2.30448 2.22303
9 C 2.66041 -3.24555 2.63070
10 C 0.45749 -2.76028 1.53760
11 H -2.39417 -3.05616 1.35428
12 H -1.64480 -3.15061 -0.23686
13 H -2.53977 -1.69911 0.23723
14 H -1.50400 -0.02259 1.74184
15 H 1.16102 1.39873 3.77445
16 H -0.39265 1.73051 2.99354
17 H 1.11314 2.00099 2.11962
18 H 2.49354 -0.57026 3.10002
19 H 2.40617 -3.74122 3.57019
20 H 3.60069 -2.71624 2.78253
21 H 2.81726 -4.02757 1.88673
22 H 0.38437 -3.81277 1.27660
23 Cl -1.20547 1.16663 -5.33803
24 C -0.32802 -0.17130 -4.74082
25 C 0.06927 -1.16438 -5.66549
26 C 0.83052 -2.21764 -5.27671
27 Cl 1.33648 -3.37997 -6.44598
28 C 1.21917 -2.36254 -3.91816
29 C 2.06915 -3.37969 -3.43913
30 C 2.42680 -3.39843 -2.12147
31 C 1.87119 -2.45737 -1.25091
32 N 1.02589 -1.51962 -1.64570
33 C 0.74970 -1.40917 -2.99947
34 C 0.00693 -0.28540 -3.42646
35 O -0.22825 0.66855 -2.45058
36 H -0.22107 -1.05181 -6.70151
37 H 2.44837 -4.12214 -4.12901
38 H 3.10821 -4.14178 -1.73220
39 H 2.10161 -2.47151 -0.19831
40 F -1.62459 2.66069 -2.84005
41 B -1.54517 1.53969 -2.10022
42 F -2.59661 0.66035 -2.22134
43 C -1.20688 1.81434 -0.49481
44 C -1.35537 2.67807 0.36166
45 C -1.51925 3.68491 1.34879
46 C -2.67772 3.69495 2.13777
47 C -2.83726 4.66817 3.10712
48 C -1.84819 5.62903 3.29008
49 C -0.69960 5.62712 2.50538
50 C -0.53084 4.65805 1.53416
51 H -3.43931 2.94324 1.97217
52 H -3.73108 4.68340 3.71682
53 H -1.97600 6.39125 4.04909
54 H 0.05927 6.38501 2.64964
55 H 0.35413 4.64526 0.90981

Output
total energy	-2356.45637	Ha
⟨S²⟩	3.779
2S+1	4
net charge	+1
E_HOMO (spin up / spin down)	-0.413 / -0.380	Eh
F_max	0.97	eV/A
LUMO energy (spin up / spin down)	-3.69 / -4.03	eV
energy above the lowest of the compared OMol25 structures with the same formula, charge and spin	23.18	kcal per mole